<A>
The following is a DFT calculation (the ωB97M-V functional and the def2-TZVPD basis) of a cluster of 8 separate species, C16H48O8 in total.

Each atom is followed by the atoms it is bonded to, with distances in Å.
Positions of all 72 atoms, in Å:
1 C 0.69 -3.19 -2.96  C2 1.569, H5 1.040, H6 1.043, H7 1.064
2 C 0.98 -1.65 -2.84  C1 1.569, C3 1.510, O4 1.230, H8 1.079
3 C -0.16 -0.76 -3.26  C2 1.510, H9 1.103, H10 1.069, H11 1.076
4 O 1.24 -1.34 -1.67  C2 1.230, H12 0.978
5 H 0.53 -3.35 -3.98  C1 1.040
6 H -0.12 -3.39 -2.33  C1 1.043
7 H 1.50 -3.79 -2.61  C1 1.064
8 H 1.84 -1.37 -3.42  C2 1.079
9 H -1.08 -1.05 -2.72  C3 1.103
10 H -0.45 -0.84 -4.29  C3 1.069
11 H 0.07 0.29 -3.19  C3 1.076
12 H 2.14 -0.97 -1.66  O4 0.978
13 C -3.29 0.58 1.62  C14 1.494, H17 1.050, H18 1.093, H19 1.048
14 C -3.07 1.84 2.40  C13 1.494, C15 1.576, O16 1.278, H20 1.072
15 C -3.90 1.85 3.74  C14 1.576, H21 1.066, H22 1.102, H23 1.083
16 O -1.86 2.17 2.65  C14 1.278, H24 0.969
17 H -3.28 -0.28 2.22  C13 1.050
18 H -2.54 0.54 0.83  C13 1.093
19 H -4.23 0.65 1.18  C13 1.048
20 H -3.43 2.68 1.84  C14 1.072
21 H -3.40 1.26 4.47  C15 1.066
22 H -4.95 1.53 3.62  C15 1.102
23 H -3.82 2.85 4.16  C15 1.083
24 H -1.74 2.94 3.23  O16 0.969
25 C 2.65 -3.31 0.26  C26 1.526, H29 1.066, H30 1.092, H31 1.048
26 C 3.67 -2.58 1.14  C25 1.526, C27 1.559, O28 1.270, H32 1.078
27 C 5.08 -3.12 0.76  C26 1.559, H33 1.085, H34 1.088, H35 1.102
28 O 3.61 -1.32 1.09  C26 1.270, H36 0.975
29 H 1.74 -2.79 0.43  C25 1.066
30 H 2.62 -4.35 0.59  C25 1.092
31 H 2.92 -3.14 -0.74  C25 1.048
32 H 3.47 -2.77 2.18  C26 1.078
33 H 5.20 -3.03 -0.31  C27 1.085
34 H 5.10 -4.18 1.01  C27 1.088
35 H 5.93 -2.69 1.31  C27 1.102
36 H 3.73 -1.05 2.02  O28 0.975
37 C 1.50 2.17 0.43  C38 1.496, H41 1.108, H42 1.117, H43 1.073
38 C 1.78 2.55 -0.98  C37 1.496, C39 1.539, O40 1.252, H44 1.102
39 C 3.16 3.23 -1.13  C38 1.539, H45 1.121, H46 1.028, H47 1.080
40 O 1.70 1.70 -1.90  C38 1.252, H48 0.956
41 H 1.79 1.10 0.50  C37 1.108
42 H 0.40 2.26 0.62  C37 1.117
43 H 2.09 2.67 1.17  C37 1.073
44 H 0.99 3.30 -1.18  C38 1.102
45 H 4.09 2.61 -1.05  C39 1.121
46 H 3.32 3.96 -0.43  C39 1.028
47 H 3.19 3.70 -2.10  C39 1.080
48 H 0.79 1.68 -2.19  O40 0.956
49 C -2.06 2.91 -0.75  O50 1.377, H51 1.052, H52 1.093, H53 1.067
50 O -1.22 1.94 -1.25  C49 1.377, H54 0.951
51 H -1.91 3.86 -1.17  C49 1.052
52 H -1.70 3.12 0.26  C49 1.093
53 H -3.09 2.63 -0.76  C49 1.067
54 H -1.06 1.30 -0.57  O50 0.951
55 C 0.83 -0.11 3.10  O56 1.391, H57 1.124, H58 1.068, H59 1.128
56 O -0.42 -0.62 3.43  C55 1.391, H60 0.948
57 H 1.24 -0.94 2.45  C55 1.124
58 H 1.40 0.02 4.00  C55 1.068
59 H 0.75 0.86 2.54  C55 1.128
60 H -0.99 -0.31 2.74  O56 0.948
61 C -1.24 -1.64 0.14  O62 1.418, H63 1.054, H64 1.117, H65 1.108
62 O -0.51 -0.43 -0.02  C61 1.418, H66 0.994
63 H -0.53 -2.41 0.01  C61 1.054
64 H -2.08 -1.65 -0.60  C61 1.117
65 H -1.74 -1.66 1.13  C61 1.108
66 H 0.11 -0.63 -0.77  O62 0.994
67 C -3.80 -0.27 -1.92  O68 1.422, H69 1.086, H70 1.089, H71 1.099
68 O -4.60 0.38 -2.91  C67 1.422, H72 0.978
69 H -2.74 -0.05 -2.03  C67 1.086
70 H -3.81 -1.35 -2.03  C67 1.089
71 H -4.15 0.00 -0.92  C67 1.099
72 H -4.88 1.26 -2.59  O68 0.978

Calculated values
frontier orbital gap = 10.0218 eV
SMILES = CC(C)O.CC(C)O.CC(C)O.CC(C)O.CO.CO.CO.CO
HOMO energy = -9.46 eV

---

<B>
The following is a DFT calculation (the ωB97M-V functional and the def2-TZVPD basis) of a cluster of 8 separate species, C16H48O8 in total.

Each atom is followed by the atoms it is bonded to, with distances in Å.
Positions of all 72 atoms, in Å:
1 C 1.19 0.56 -0.03  C2 1.635, H4 1.030, H5 1.008, H6 1.115
2 C -0.43 0.65 -0.22  C1 1.635, O3 1.432, H7 1.014, H8 1.139
3 O -0.97 -0.53 -0.83  C2 1.432, H9 0.960
4 H 1.53 0.26 -0.95  C1 1.030
5 H 1.45 -0.25 0.51  C1 1.008
6 H 1.65 1.53 0.27  C1 1.115
7 H -0.74 1.32 -0.91  C2 1.014
8 H -0.93 0.66 0.81  C2 1.139
9 H -1.87 -0.32 -1.09  O3 0.960
10 C -0.35 1.83 -5.12  C11 1.538, H13 1.037, H14 0.990, H15 1.046
11 C 0.24 1.86 -3.70  C10 1.538, O12 1.357, H16 1.225, H17 1.096
12 O -0.11 2.99 -3.05  C11 1.357, H18 0.853
13 H -1.35 1.96 -5.37  C10 1.037
14 H 0.01 0.99 -5.51  C10 0.990
15 H -0.17 2.64 -5.75  C10 1.046
16 H 1.46 1.92 -3.81  C11 1.225
17 H -0.05 1.01 -3.07  C11 1.096
18 H 0.46 3.30 -2.48  O12 0.853
19 C -4.31 -1.25 1.23  C20 1.596, H22 0.968, H23 1.001, H24 0.852
20 C -4.15 0.33 1.39  C19 1.596, O21 1.413, H25 1.056, H26 1.109
21 O -4.09 0.78 2.73  C20 1.413, H27 1.022
22 H -4.53 -1.53 0.33  C19 0.968
23 H -5.01 -1.63 1.84  C19 1.001
24 H -3.56 -1.49 1.54  C19 0.852
25 H -4.96 0.94 1.10  C20 1.056
26 H -3.40 0.74 0.67  C20 1.109
27 H -4.33 1.78 2.75  O21 1.022
28 C 0.74 1.98 4.42  C29 1.481, H31 1.202, H32 1.217, H33 1.001
29 C 0.91 0.53 4.19  C28 1.481, O30 1.428, H34 0.945, H35 1.177
30 O 2.19 0.25 4.77  C29 1.428, H36 0.978
31 H 1.60 2.51 3.78  C28 1.202
32 H 0.86 2.17 5.62  C28 1.217
33 H -0.11 2.43 4.14  C28 1.001
34 H 0.91 0.29 3.28  C29 0.945
35 H 0.13 -0.10 4.80  C29 1.177
36 H 2.03 0.16 5.73  O30 0.978
37 C 0.33 -2.59 1.99  C38 1.463, H40 1.211, H41 1.172, H42 1.178
38 C 1.75 -2.57 2.37  C37 1.463, O39 1.471, H43 1.130, H44 1.131
39 O 2.39 -3.74 1.76  C38 1.471, H45 0.831
40 H 0.34 -2.20 0.84  C37 1.211
41 H -0.37 -1.74 2.40  C37 1.172
42 H -0.38 -3.45 2.35  C37 1.178
43 H 1.83 -2.82 3.47  C38 1.130
44 H 2.42 -1.68 2.23  C38 1.131
45 H 3.18 -3.49 1.87  O39 0.831
46 C 2.24 -3.14 -3.57  C47 1.568, H49 1.202, H50 1.203, H51 1.009
47 C 1.24 -2.80 -2.41  C46 1.568, O48 1.405, H52 1.063, H53 1.233
48 O 0.20 -1.94 -2.78  C47 1.405, H54 0.972
49 H 2.97 -4.01 -3.17  C46 1.202
50 H 2.79 -2.14 -3.94  C46 1.203
51 H 1.62 -3.54 -4.26  C46 1.009
52 H 1.80 -2.20 -1.74  C47 1.063
53 H 0.88 -3.80 -1.78  C47 1.233
54 H 0.07 -1.35 -2.02  O48 0.972
55 C -3.76 -2.21 -2.55  C56 1.517, H58 1.091, H59 0.862, H60 1.018
56 C -3.96 -0.74 -2.86  C55 1.517, O57 1.459, H61 1.148, H62 1.008
57 O -3.43 0.13 -1.81  C56 1.459, H63 0.981
58 H -4.38 -2.24 -1.65  C55 1.091
59 H -2.91 -2.30 -2.49  C55 0.862
60 H -4.25 -2.49 -3.40  C55 1.018
61 H -5.02 -0.32 -2.92  C56 1.148
62 H -3.51 -0.46 -3.72  C56 1.008
63 H -3.27 0.97 -2.31  O57 0.981
64 C 4.90 3.49 1.26  C65 1.586, H67 0.948, H68 1.048, H69 1.095
65 C 3.59 3.09 2.06  C64 1.586, O66 1.394, H70 1.096, H71 1.054
66 O 3.71 1.72 2.27  C65 1.394, H72 1.006
67 H 4.99 4.40 1.04  C64 0.948
68 H 4.89 3.23 0.24  C64 1.048
69 H 5.82 3.06 1.68  C64 1.095
70 H 2.72 3.46 1.50  C65 1.096
71 H 3.53 3.54 3.01  C65 1.054
72 H 3.09 1.55 3.05  O66 1.006

Calculated values
frontier orbital gap = 9.8330 eV
SMILES = CCO.CCO.CCO.CCO.CCO.CCO.CCO.CCO
HOMO energy = -9.43 eV

---

<C>
The following is a DFT calculation (the ωB97M-V functional and the def2-TZVPD basis) of a cluster of 8 separate species, C16H48O8 in total.

Each atom is followed by the atoms it is bonded to, with distances in Å.
Positions of all 72 atoms, in Å:
1 C 9.32 -0.35 8.43  C2 1.509, H4 1.096, H5 1.089, H6 1.098
2 C 8.74 -0.83 9.73  C1 1.509, O3 1.414, H7 1.099, H8 1.089
3 O 7.41 -0.41 9.98  C2 1.414, H9 0.962
4 H 9.46 0.74 8.36  C1 1.096
5 H 8.76 -0.66 7.54  C1 1.089
6 H 10.33 -0.75 8.36  C1 1.098
7 H 9.38 -0.49 10.56  C2 1.099
8 H 8.76 -1.91 9.76  C2 1.089
9 H 7.42 0.56 10.02  O3 0.962
10 C 6.56 1.81 4.53  C11 1.510, H13 1.092, H14 1.093, H15 1.091
11 C 6.88 0.76 5.57  C10 1.510, O12 1.416, H16 1.101, H17 1.090
12 O 6.76 -0.57 5.09  C11 1.416, H18 0.963
13 H 5.51 1.75 4.26  C10 1.092
14 H 7.14 1.69 3.61  C10 1.093
15 H 6.79 2.80 4.93  C10 1.091
16 H 6.18 0.91 6.40  C11 1.101
17 H 7.89 0.82 5.99  C11 1.090
18 H 6.03 -0.61 4.46  O12 0.963
19 C 16.00 -4.13 3.29  C20 1.514, H22 1.089, H23 1.095, H24 1.092
20 C 14.73 -4.84 3.70  C19 1.514, O21 1.424, H25 1.093, H26 1.095
21 O 14.74 -6.22 3.35  C20 1.424, H27 0.961
22 H 16.14 -3.15 3.72  C19 1.089
23 H 16.02 -4.00 2.20  C19 1.095
24 H 16.90 -4.72 3.48  C19 1.092
25 H 13.87 -4.42 3.16  C20 1.093
26 H 14.50 -4.72 4.76  C20 1.095
27 H 15.10 -6.74 4.07  O21 0.961
28 C 14.84 -0.52 3.81  C29 1.525, H31 1.090, H32 1.095, H33 1.092
29 C 15.38 0.53 2.84  C28 1.525, O30 1.419, H34 1.088, H35 1.098
30 O 14.77 0.46 1.56  C29 1.419, H36 0.962
31 H 15.55 -0.94 4.52  C28 1.090
32 H 14.47 -1.39 3.26  C28 1.095
33 H 13.97 -0.15 4.36  C28 1.092
34 H 16.45 0.43 2.70  C29 1.088
35 H 15.22 1.53 3.26  C29 1.098
36 H 13.83 0.65 1.68  O30 0.962
37 C 11.64 -5.92 -0.60  C38 1.508, H40 1.095, H41 1.093, H42 1.093
38 C 10.86 -5.12 0.41  C37 1.508, O39 1.433, H43 1.087, H44 1.095
39 O 9.54 -4.80 -0.05  C38 1.433, H45 0.961
40 H 12.69 -6.02 -0.31  C37 1.095
41 H 11.62 -5.44 -1.58  C37 1.093
42 H 11.26 -6.94 -0.73  C37 1.093
43 H 11.37 -4.18 0.60  C38 1.087
44 H 10.77 -5.70 1.34  C38 1.095
45 H 9.04 -5.62 -0.10  O39 0.961
46 C 8.09 -1.26 1.58  C47 1.509, H49 1.091, H50 1.093, H51 1.088
47 C 7.19 -0.37 0.76  C46 1.509, O48 1.442, H52 1.096, H53 1.096
48 O 5.87 -0.44 1.33  C47 1.442, H54 0.961
49 H 7.82 -2.31 1.45  C46 1.091
50 H 7.94 -1.05 2.64  C46 1.093
51 H 9.14 -1.14 1.34  C46 1.088
52 H 7.15 -0.72 -0.28  C47 1.096
53 H 7.55 0.66 0.75  C47 1.096
54 H 5.33 0.23 0.90  O48 0.961
55 C 13.28 2.39 6.49  C56 1.533, H58 1.087, H59 1.092, H60 1.094
56 C 12.63 2.27 7.87  C55 1.533, O57 1.436, H61 1.086, H62 1.095
57 O 13.07 1.09 8.57  C56 1.436, H63 0.962
58 H 13.44 1.40 6.07  C55 1.087
59 H 14.22 2.95 6.54  C55 1.092
60 H 12.64 3.01 5.84  C55 1.094
61 H 11.55 2.21 7.81  C56 1.086
62 H 12.90 3.15 8.47  C56 1.095
63 H 14.03 1.07 8.55  O57 0.962
64 C 10.54 -0.46 4.54  C65 1.505, H67 1.095, H68 1.092, H69 1.086
65 C 11.44 -1.53 3.99  C64 1.505, O66 1.416, H70 1.099, H71 1.102
66 O 10.67 -2.69 3.72  C65 1.416, H72 0.961
67 H 11.09 0.48 4.63  C64 1.095
68 H 10.26 -0.74 5.55  C64 1.092
69 H 9.66 -0.27 3.93  C64 1.086
70 H 12.24 -1.76 4.70  C65 1.099
71 H 11.95 -1.18 3.07  C65 1.102
72 H 11.21 -3.36 3.31  O66 0.961

Calculated values
frontier orbital gap = 10.3877 eV
SMILES = CCO.CCO.CCO.CCO.CCO.CCO.CCO.CCO
HOMO energy = -9.90 eV

---

Here is how they stack up, most stable first: <C>, <A>, <B>.

---

<A>
The following is a DFT calculation (the ωB97M-V functional and the def2-TZVPD basis) of a cluster of 2 separate species, C6H14O in total.

Each atom is followed by the atoms it is bonded to, with distances in Å.
Positions of all 21 atoms, in Å:
1 C 2.02 -1.24 -1.15  C2 1.536, H8 1.096, H9 1.102, H10 1.097
2 C 1.13 -0.38 -0.24  C1 1.536, C3 1.538, C4 1.525, H11 1.100
3 C 1.09 -0.67 1.27  C2 1.538, H12 1.098, H13 1.108, H14 1.198
4 C -0.35 -0.35 -0.64  C2 1.525, C5 1.542, H15 1.102, H16 1.114
5 C -0.98 0.94 -0.08  C4 1.542, C6 1.522, H17 1.073
6 C -2.50 1.00 -0.19  C5 1.522, H18 1.093, H19 1.108, H20 1.091
7 O -0.30 1.58 1.61  H21 0.959
8 H 3.04 -1.29 -0.74  C1 1.096
9 H 2.11 -0.80 -2.15  C1 1.102
10 H 1.66 -2.27 -1.26  C1 1.097
11 H 1.48 0.65 -0.35  C2 1.100
12 H 2.10 -0.73 1.70  C3 1.098
13 H 0.59 -1.65 1.46  C3 1.108
14 H 0.48 0.24 1.74  C3 1.198
15 H -0.86 -1.26 -0.28  C4 1.102
16 H -0.47 -0.40 -1.74  C4 1.114
17 H -0.46 1.81 -0.44  C5 1.073
18 H -2.97 0.37 0.57  C6 1.093
19 H -2.88 0.63 -1.16  C6 1.108
20 H -2.86 2.03 -0.08  C6 1.091
21 H -1.08 1.78 2.14  O7 0.959

Calculated values
frontier orbital gap = 9.8972 eV
HOMO energy = -9.20 eV

---

<B>
The following is a DFT calculation (the ωB97M-V functional and the def2-TZVPD basis) of a cluster of 2 separate species, C6H14O in total.

Each atom is followed by the atoms it is bonded to, with distances in Å.
Positions of all 21 atoms, in Å:
1 C 0.20 1.48 2.54  C2 1.371, H7 1.117, H8 1.095
2 C 0.38 0.69 1.43  C1 1.371, C3 1.539, H9 1.161
3 C -0.70 0.47 0.35  C2 1.539, C4 1.513, H10 1.183, H11 1.087
4 C -0.36 1.10 -0.98  C3 1.513, C5 1.461, H12 1.119, H13 1.121
5 C 0.71 0.45 -1.73  C4 1.461, C6 1.581, H14 1.103, H15 1.092
6 C 0.31 -1.02 -2.15  C5 1.581, H16 1.146, H17 1.116, H18 1.137
7 H -0.88 1.54 2.79  C1 1.117
8 H 1.03 1.70 3.22  C1 1.095
9 H 1.39 0.30 1.03  C2 1.161
10 H -1.68 0.99 0.76  C3 1.183
11 H -0.93 -0.57 0.16  C3 1.087
12 H -0.09 2.18 -0.85  C4 1.119
13 H -1.31 1.15 -1.57  C4 1.121
14 H 0.97 1.02 -2.64  C5 1.103
15 H 1.64 0.46 -1.16  C5 1.092
16 H 0.72 -1.57 -3.07  C6 1.146
17 H 0.43 -1.66 -1.25  C6 1.116
18 H -0.82 -1.01 -2.34  C6 1.137
19 O 0.01 -2.46 1.59  H20 0.999, H21 1.006
20 H -0.50 -1.93 2.27  O19 0.999
21 H -0.51 -3.32 1.62  O19 1.006

Calculated values
frontier orbital gap = 10.2778 eV
SMILES = C=CCCCC.O
HOMO energy = -9.49 eV

---

Here is how they stack up, most stable first: <B>, <A>.